No. 1
The following is a quantum chemistry calculation of a single C22H17N3O4S molecule at a distorted geometry, from the OMol25 dataset.

CARTESIAN COORDINATES (ANGSTROEM)
C -6.1258 -0.0342 -1.8540
N -4.9608 -0.7714 -1.3253
C -4.8381 -2.1528 -1.1493
C -5.6464 -3.3024 -1.2610
C -5.0857 -4.6563 -0.9944
C -3.7822 -4.7785 -0.4731
C -2.9307 -3.6456 -0.3235
C -3.5634 -2.3764 -0.6243
C -2.9428 -1.1083 -0.5270
C -1.7248 -0.6386 0.1717
C -1.8810 0.7369 0.1880
C -1.0284 1.7664 0.7854
O -0.8640 2.8314 0.1825
O -0.4149 1.4923 1.9256
C 0.1756 2.5940 2.6141
C 1.5555 2.9961 2.0036
O 1.7907 4.2254 2.0459
N 2.3539 2.0703 1.3702
C 3.3671 2.6321 0.4474
C 3.4642 1.7236 -0.8715
O 3.8595 2.1668 -1.9316
N 2.9362 0.4749 -0.8577
C 2.3875 -0.1495 0.2901
C 2.4210 -1.5200 0.3233
C 2.1585 -2.1422 1.5544
C 2.0041 -1.3259 2.6802
C 2.0279 0.0587 2.6258
C 2.1637 0.6536 1.4342
S -3.1985 1.4157 -0.6765
C -3.7817 -0.2052 -0.9744
H -6.2218 0.8369 -1.2072
H -7.0918 -0.5886 -1.8978
H -5.8117 0.3863 -2.8122
H -6.6822 -3.0661 -1.5106
H -5.6255 -5.5198 -1.2927
H -3.2683 -5.6795 -0.3103
H -1.8710 -3.7265 -0.0327
H -0.9757 -1.1608 0.8388
H 0.3251 2.4611 3.6942
H -0.4423 3.5069 2.5105
H 4.3219 2.8351 0.9410
H 3.0861 3.5754 -0.0094
H 2.9839 -0.0769 -1.6418
H 2.7340 -2.0230 -0.5572
H 1.9557 -3.1653 1.6151
H 1.7700 -1.7546 3.6790
H 1.8270 0.7972 3.4400

## Properties
DFT total energy in Eh: -1711.92996
LUMO in eV: 0.42
SMILES: Cn1c2ccccc2c2cc(C(=O)OCC(=O)N3CC(=O)Nc4ccccc43)sc21
Relative energy (zero: lowest compared OMol25 entry of this formula, charge and spin) in kJ/mol: 0.00
Frontier orbital gap in eV: 8.31


No. 2
The following is a quantum chemistry calculation of a molecular structure, C22H17N4O2S2TcTe, from the OMol25 dataset.

CARTESIAN COORDINATES (ANGSTROEM)
Tc 0.2075 0.2342 -1.9723
C 0.0265 4.1963 -3.1337
C -0.2629 3.1147 -2.1433
O -0.2637 1.9091 -2.6871
C -0.5397 3.3409 -0.8424
C -0.8476 2.3085 0.1173
C -1.4235 2.6952 1.4461
N -0.6286 1.0673 -0.1663
N -0.9493 0.1504 0.8238
C -0.4983 -1.0150 0.4839
O 0.0692 -1.2572 -0.6562
C -0.6044 -2.1432 1.4384
C -1.0766 -1.9376 2.7317
C -1.1460 -2.9986 3.6189
C -0.7416 -4.2682 3.2237
C -0.2690 -4.4736 1.9352
C -0.2003 -3.4134 1.0429
H -0.6739 4.1312 -3.9674
H 1.0312 4.0494 -3.5352
H -0.0385 5.1812 -2.6760
H -0.5881 4.3660 -0.5039
H -1.4764 3.7791 1.5360
H -0.8153 2.2827 2.2508
H -2.4237 2.2740 1.5576
H -1.3742 -0.9397 3.0234
H -1.5131 -2.8360 4.6247
H -0.7945 -5.0957 3.9203
H 0.0452 -5.4612 1.6226
H 0.1637 -3.5560 0.0343
S 0.9390 -1.0189 -3.7445
C -0.7229 -1.4644 -4.1121
S -1.8041 -0.7665 -2.9782
C -1.0648 -2.2737 -5.1667
C -0.0786 -2.8094 -6.0474
N 0.7083 -3.2431 -6.7688
C -2.4271 -2.6062 -5.4282
N -3.5246 -2.8759 -5.6514
Te 2.6898 0.8467 -1.1550
C 2.3671 0.9289 0.9349
C 2.3508 -0.2519 1.6750
C 2.1008 -0.2291 3.0404
C 1.8754 0.9770 3.6881
C 1.9045 2.1603 2.9620
C 2.1460 2.1357 1.5944
H 2.5161 -1.1975 1.1725
H 2.0696 -1.1595 3.5950
H 1.6782 0.9949 4.7531
H 1.7310 3.1075 3.4597
H 2.1519 3.0602 1.0291

## Properties
Net charge: -1
DFT total energy in Eh: -2363.37932
LUMO (spin up / spin down) in eV: 1.45 / 1.59
2S+1: 2
Relative energy (zero: lowest compared OMol25 entry of this formula, charge and spin) in kJ/mol: 0.00
Frontier orbital gap (spin up / spin down) in eV: 6.23 / 6.63


No. 3
The following is a quantum chemistry calculation of a molecular structure, C22H17N4O6PtS3 at a distorted geometry, from the OMol25 dataset.

CARTESIAN COORDINATES (ANGSTROEM)
Pt 0.1586 -0.0274 0.4356
S -1.0207 2.0352 1.9222
C -1.3876 0.5391 2.6692
C -1.8179 0.3984 3.9868
C -2.0545 -0.8749 4.4723
C -1.9012 -1.9602 3.6185
C -1.4663 -1.7486 2.3188
N -1.2002 -0.5308 1.8546
H -1.9396 1.2807 4.5988
H -2.3611 -1.0229 5.4986
H -2.1055 -2.9656 3.9565
H -1.3388 -2.5745 1.6337
C 0.0927 6.4139 -1.0604
C -0.9187 5.8488 -1.8325
C -1.0096 4.4829 -1.9787
C -0.0632 3.6524 -1.3417
C 0.9742 4.2269 -0.5902
C 1.0430 5.5981 -0.4550
N -0.1423 2.2939 -1.4451
N -0.7363 1.6161 -2.3166
C -1.0847 0.3230 -2.2946
C -1.6112 -0.2025 -3.4936
C -2.0099 -1.5042 -3.5628
C -1.8830 -2.3172 -2.4299
C -1.3471 -1.7775 -1.2978
N -0.9648 -0.4885 -1.1819
H 0.1459 7.4873 -0.9426
H -1.6363 6.4847 -2.3339
H -1.7746 4.0167 -2.5847
H 1.7280 3.5768 -0.1605
H 1.8528 6.0457 0.1051
H -1.6495 0.4590 -4.3463
H -2.3978 -1.9116 -4.4859
H -2.1887 -3.3525 -2.4381
H -1.2066 -2.3958 -0.4214
O 2.6139 -1.2823 3.3863
S 2.4858 -0.7461 2.0658
O 3.6449 -0.3052 1.3710
O 1.3427 0.2623 2.0706
C 1.8360 -2.1217 1.0345
C 1.4953 -3.2928 1.7188
C 1.3099 -4.4632 1.0069
C 1.4739 -4.4874 -0.3774
C 1.7991 -3.3315 -1.0682
C 1.9761 -2.1498 -0.3570
S 2.3586 -0.7004 -1.4103
O 1.5009 -0.9283 -2.5495
O 3.7582 -0.6643 -1.6336
O 1.8249 0.4656 -0.6075
H 1.4446 -3.2675 2.7991
H 1.0764 -5.3778 1.5367
H 1.3620 -5.4168 -0.9201
H 1.9192 -3.3176 -2.1422

## Properties
Net charge: +1
DFT total energy in Eh: -2832.49806
LUMO (spin up / spin down) in eV: -4.13 / -7.01
2S+1: 5
Relative energy (zero: lowest compared OMol25 entry of this formula, charge and spin) in kJ/mol: 8.22
Frontier orbital gap (spin up / spin down) in eV: 6.16 / 4.93


No. 4
The following is a quantum chemistry calculation of a molecular structure, C22H17N4OTeW at a distorted geometry, from the OMol25 dataset.

CARTESIAN COORDINATES (ANGSTROEM)
W -1.3372 -0.7681 0.2701
N -2.1688 0.4698 2.0010
C -1.0749 1.1608 2.6587
C -0.9159 1.0372 4.0306
C 0.1524 1.6392 4.6754
C 1.0703 2.3638 3.9360
C 0.8976 2.5212 2.5715
C -0.1867 1.9490 1.9061
C -0.4305 2.2090 0.4695
C -0.1549 3.4623 -0.0754
C -0.4325 3.7258 -1.4056
C -0.9974 2.7504 -2.2144
C -1.2716 1.5001 -1.6831
C -0.9778 1.1994 -0.3489
H -2.6886 -0.0585 2.7131
H -2.8304 1.1576 1.6098
H -1.6308 0.4711 4.6082
H 0.2613 1.5280 5.7434
H 1.9119 2.8301 4.4215
H 1.6319 3.0758 2.0071
H 0.2435 4.2379 0.5600
H -0.2161 4.6970 -1.8226
H -1.2189 2.9664 -3.2491
H -1.7212 0.7287 -2.3203
Te 0.5858 -1.7829 1.7357
C 2.0393 -1.6692 0.1348
C 1.9883 -0.5869 -0.7336
C 2.9194 -0.4844 -1.7539
C 3.9091 -1.4446 -1.9001
C 3.9653 -2.5147 -1.0225
C 3.0305 -2.6292 -0.0049
H 1.2299 0.1842 -0.6033
H 2.8791 0.3515 -2.4373
H 4.6371 -1.3456 -2.6906
H 4.7344 -3.2650 -1.1250
H 3.0712 -3.4585 0.6851
N -0.8619 -3.1706 -3.2147
C -1.3336 -2.5402 -2.1333
O -0.5733 -1.7655 -1.4481
C -2.6884 -2.7100 -1.7095
C -2.9789 -1.9872 -0.5792
N -3.3134 -1.3752 0.4063
C -3.5726 -3.5581 -2.3977
N -4.2164 -4.2657 -3.0293
H 0.0923 -3.0396 -3.5061
H -1.4578 -3.7950 -3.7359

## Properties
Net charge: +1
DFT total energy in Eh: -1477.67342
LUMO (spin up / spin down) in eV: -4.61 / -5.23
2S+1: 3
Relative energy (zero: lowest compared OMol25 entry of this formula, charge and spin) in kJ/mol: 0.00
Frontier orbital gap (spin up / spin down) in eV: 6.77 / 6.22


No. 5
The following is a quantum chemistry calculation of a molecular structure, C22H17N5OOsS3, from the OMol25 dataset.

CARTESIAN COORDINATES (ANGSTROEM)
Os -0.1219 -1.0382 0.7980
S 2.3061 -1.1092 0.6279
C 2.0281 0.3793 -0.1432
N 0.7995 0.7985 -0.0723
C 0.6112 2.0016 -0.7555
C -0.5673 2.7360 -0.8567
C -0.5618 3.8969 -1.6071
C 0.6039 4.3429 -2.2343
C 1.7894 3.6434 -2.1061
C 1.7835 2.4694 -1.3620
S 3.1133 1.3816 -1.0449
H -1.4513 2.3907 -0.3425
H -1.4724 4.4728 -1.7091
H 0.5810 5.2492 -2.8240
H 2.6989 4.0040 -2.5676
O -1.2965 0.5391 1.5490
N -0.8054 1.0643 2.6904
C -0.9811 2.3806 2.9041
C -0.4893 2.9678 4.0389
C 0.2034 2.1826 4.9613
C 0.3682 0.8371 4.7159
C -0.1532 0.2696 3.5542
S -0.0145 -1.4023 3.1333
H -1.5155 2.9030 2.1258
H -0.6390 4.0260 4.1911
H 0.6165 2.6259 5.8568
H 0.9045 0.1912 5.3956
N -0.1281 -2.7237 -2.0653
C 0.3888 -3.4462 -1.0094
C 1.1286 -4.5868 -1.3436
C 1.6578 -5.3680 -0.3516
C 1.4369 -5.0108 0.9761
C 0.7144 -3.8784 1.2286
N 0.1898 -3.0800 0.2608
C -0.9209 -1.5976 -2.1221
C -1.2312 -1.0866 -3.3873
C -2.0973 -0.0278 -3.4837
C -2.6479 0.5071 -2.3208
C -2.2630 -0.0242 -1.1198
N -1.3983 -1.0589 -1.0018
H 0.1194 -3.0946 -2.9667
H 1.2725 -4.8381 -2.3862
H 2.2329 -6.2495 -0.6007
H 1.8224 -5.5989 1.7952
H 0.5294 -3.5671 2.2426
H -0.7954 -1.5383 -4.2688
H -2.3491 0.3799 -4.4536
H -3.3526 1.3246 -2.3529
H -2.6473 0.3601 -0.1861

## Properties
Net charge: +1
DFT total energy in Eh: -2482.61916
LUMO (spin up / spin down) in eV: -3.05 / -3.01
2S+1: 2
Relative energy (zero: lowest compared OMol25 entry of this formula, charge and spin) in kJ/mol: 208.83
Frontier orbital gap (spin up / spin down) in eV: 6.95 / 7.01


What did the fourth record say?
The following is a quantum chemistry calculation of a molecular structure, C22H17N4OTeW at a distorted geometry, from the OMol25 dataset.

CARTESIAN COORDINATES (ANGSTROEM)
W -1.3372 -0.7681 0.2701
N -2.1688 0.4698 2.0010
C -1.0749 1.1608 2.6587
C -0.9159 1.0372 4.0306
C 0.1524 1.6392 4.6754
C 1.0703 2.3638 3.9360
C 0.8976 2.5212 2.5715
C -0.1867 1.9490 1.9061
C -0.4305 2.2090 0.4695
C -0.1549 3.4623 -0.0754
C -0.4325 3.7258 -1.4056
C -0.9974 2.7504 -2.2144
C -1.2716 1.5001 -1.6831
C -0.9778 1.1994 -0.3489
H -2.6886 -0.0585 2.7131
H -2.8304 1.1576 1.6098
H -1.6308 0.4711 4.6082
H 0.2613 1.5280 5.7434
H 1.9119 2.8301 4.4215
H 1.6319 3.0758 2.0071
H 0.2435 4.2379 0.5600
H -0.2161 4.6970 -1.8226
H -1.2189 2.9664 -3.2491
H -1.7212 0.7287 -2.3203
Te 0.5858 -1.7829 1.7357
C 2.0393 -1.6692 0.1348
C 1.9883 -0.5869 -0.7336
C 2.9194 -0.4844 -1.7539
C 3.9091 -1.4446 -1.9001
C 3.9653 -2.5147 -1.0225
C 3.0305 -2.6292 -0.0049
H 1.2299 0.1842 -0.6033
H 2.8791 0.3515 -2.4373
H 4.6371 -1.3456 -2.6906
H 4.7344 -3.2650 -1.1250
H 3.0712 -3.4585 0.6851
N -0.8619 -3.1706 -3.2147
C -1.3336 -2.5402 -2.1333
O -0.5733 -1.7655 -1.4481
C -2.6884 -2.7100 -1.7095
C -2.9789 -1.9872 -0.5792
N -3.3134 -1.3752 0.4063
C -3.5726 -3.5581 -2.3977
N -4.2164 -4.2657 -3.0293
H 0.0923 -3.0396 -3.5061
H -1.4578 -3.7950 -3.7359

## Properties
Net charge: +1
DFT total energy in Eh: -1477.67342
LUMO (spin up / spin down) in eV: -4.61 / -5.23
2S+1: 3
Relative energy (zero: lowest compared OMol25 entry of this formula, charge and spin) in kJ/mol: 0.00
Frontier orbital gap (spin up / spin down) in eV: 6.77 / 6.22